(1)
DFT (the ωB97M-V functional and the def2-TZVPD basis) results for an isolated molecule of C9H8BrF at a distorted geometry.

Properties
ΔE to the lowest compared entry with this formula, charge and spin = 0.000 eV
SMILES = F[C@]1(Br)CCc2ccccc21
LUMO level = 0.0272 Ha
Spin multiplicity = 1
Energy = -3021.6028 Ha
Gap between HOMO and LUMO = 10.11 eV

```
19
Properties=species:S:1:pos:R:3:forces:R:3:nbo_charge:R:1
C -1.9899 -1.3806 -0.6317 -2.5 -2.5 -0.4 -0.22
C -1.2162 -2.2707 0.1005 0.7 -1.0 0.1 -0.20
C -1.6171 -0.1150 -0.9012 -0.7 4.8 -1.1 -0.19
C -0.0175 -1.7659 0.5364 -0.9 0.4 -0.6 -0.18
C -0.4161 0.4145 -0.4098 -1.5 -1.0 -0.2 0.02
C 0.3594 -0.4770 0.3075 0.9 1.9 -0.2 -0.13
C 0.1578 1.8163 -0.5091 0.7 -1.9 -0.3 -0.44
C 1.1799 1.7321 0.6191 -3.2 -1.1 0.7 -0.44
C 1.5994 0.3038 0.6626 -0.5 -0.3 -1.6 0.39
F 2.1921 0.0636 1.7985 0.9 -1.1 2.5 -0.33
Br 3.0010 -0.0376 -0.6941 0.1 -0.1 -0.4 -0.07
H -2.9618 -1.7675 -0.9837 0.5 0.5 0.0 0.22
H -1.3657 -3.3906 0.3062 -0.5 2.1 -0.5 0.23
H -2.2943 0.7278 -1.4224 1.2 -2.5 0.9 0.21
H 0.5914 -2.4077 1.0192 2.2 -1.9 1.7 0.21
H 0.7920 1.7830 -1.4352 -1.0 0.8 0.3 0.24
H -0.5962 2.5940 -0.3859 0.3 0.1 -0.5 0.23
H 1.9642 2.3416 0.4297 2.4 2.2 0.2 0.23
H 0.6374 1.8357 1.5934 0.7 0.5 -0.6 0.22
```
Forces are in eV/Å.

(2)
DFT (the ωB97M-V functional and the def2-TZVPD basis) results for an isolated molecule of C9H8BrN3 at a distorted geometry.

Properties
ΔE to the lowest compared entry with this formula, charge and spin = 1.692 eV
SMILES = C/C=C(\Br)n1nc2ccccc2n1
LUMO level = 0.0062 Ha
Spin multiplicity = 1
Energy = -3085.9875 Ha
Gap between HOMO and LUMO = 8.90 eV

```
21
Properties=species:S:1:pos:R:3:forces:R:3:nbo_charge:R:1
C 3.6225 -0.7336 -0.0672 0.0 0.5 -0.1 -0.21
C 3.1895 -2.0652 0.1000 -0.3 -0.4 0.0 -0.21
C 2.7469 0.3131 -0.1738 0.3 0.1 0.0 -0.22
C 1.8621 -2.3920 0.1634 0.2 -0.2 0.0 -0.20
C 1.3821 0.0126 -0.1034 -0.5 -0.9 0.1 0.12
C 0.9440 -1.3406 0.0640 0.3 1.2 -0.1 0.05
C -2.4706 1.6512 -0.0552 0.0 -0.4 0.0 -0.19
C -2.1503 0.3673 -0.0378 2.4 -0.3 0.2 0.04
C -3.8721 2.1503 0.0175 -0.1 0.0 0.0 -0.65
N 0.2849 0.7900 -0.1570 0.4 0.6 -0.1 -0.27
N -0.3946 -1.3230 0.1024 0.0 -0.7 0.1 -0.24
N -0.6868 -0.0642 -0.0272 -2.7 0.5 -0.1 0.03
Br -3.3095 -1.0851 0.0883 -0.2 0.2 0.0 0.13
H 4.6837 -0.5395 -0.1132 0.1 0.0 0.0 0.22
H 3.9341 -2.8436 0.1776 0.0 -0.1 0.0 0.22
H 3.0794 1.3300 -0.3054 0.1 0.1 0.0 0.22
H 1.5164 -3.4061 0.2836 0.0 -0.1 0.0 0.23
H -1.6634 2.3670 -0.1056 0.2 -0.1 0.0 0.25
H -3.9245 3.1997 -0.2559 0.0 0.0 0.0 0.22
H -4.5258 1.5731 -0.6321 -0.1 0.0 0.0 0.23
H -4.2482 2.0385 1.0367 -0.1 0.1 0.0 0.23
```
Forces are in eV/Å.

(3)
DFT (the ωB97M-V functional and the def2-TZVPD basis) results for an isolated molecule of C9H8Cl2N2O at a distorted geometry.

Properties
ΔE to the lowest compared entry with this formula, charge and spin = 1.964 eV
LUMO level (alpha / beta) = 0.0108 / 0.0108 Ha
Spin multiplicity = 1
Energy = -1452.7362 Ha
Gap between HOMO and LUMO (alpha / beta) = 7.53 / 7.53 eV

```
22
Properties=species:S:1:pos:R:3:forces:R:3:nbo_charge:R:1
C -0.9542 2.7381 -0.5186 0.2 2.1 -2.3 -0.19
C -1.6095 1.5817 -0.9005 0.2 -0.3 0.6 -0.21
C 0.3708 2.6973 -0.0297 -4.1 -2.4 -0.8 -0.18
C -1.0264 0.3419 -0.7077 2.1 1.8 0.5 -0.16
C 0.9561 1.4789 0.1457 -1.2 -1.1 -0.1 -0.07
C 0.2964 0.2673 -0.2568 0.6 0.6 -0.4 -0.11
C 2.2525 1.4836 0.7647 1.2 -0.7 0.1 -0.12
C 0.9723 -1.0503 -0.1996 1.5 0.0 2.5 0.35
C 0.2057 -3.4370 0.0763 1.1 0.9 0.0 -0.27
N 2.4901 0.2575 1.6453 2.0 3.3 1.3 -0.13
N 2.0699 -0.8021 1.4980 -2.5 -3.3 -2.5 -0.05
O 0.0919 -2.0135 0.0638 -0.9 1.2 -0.7 -0.55
Cl 3.4075 1.4810 -0.5802 1.0 0.1 0.0 -0.02
Cl 2.3503 -1.5242 -1.2595 -1.0 0.2 0.2 -0.04
H -1.3657 3.7201 -1.0020 0.6 -1.7 1.6 0.22
H -2.5680 1.5999 -1.3736 -0.5 0.3 -0.2 0.22
H 0.8119 3.5350 0.2991 1.7 3.0 0.9 0.21
H -1.4464 -0.5300 -1.0453 -1.3 -1.9 -0.6 0.22
H 2.5427 2.3173 1.4276 -0.6 -0.3 -0.5 0.24
H 0.7575 -3.5776 1.1108 -1.0 -0.9 -2.4 0.22
H 0.7277 -3.7594 -0.9466 -1.0 0.2 2.6 0.21
H -0.9052 -3.6290 0.0896 1.5 -0.9 0.1 0.21
```
Forces are in eV/Å.